Below is a cluster of 2 separate species, CH5N2S in total at a distorted geometry, with properties calculated with the ωB97M-V functional and the def2-TZVPD basis.

XYZ file:
```
9
Properties=species:S:1:pos:R:3:lowdin_charge:R:1
C -0.082 0.191 -0.521 -0.330
N -1.173 0.877 -0.894 0.129
N 0.013 -0.958 0.044 0.130
S 2.472 -1.102 1.871 0.784
H 0.853 0.583 -1.045 0.158
H -1.051 1.618 -1.620 0.145
H -2.086 0.713 -0.425 0.144
H -0.545 -1.729 0.290 0.061
H 1.599 -0.194 2.300 -0.222
```

Computed properties:
HOMO level (spin up / spin down): -14.8 / -14.7 eV
spin multiplicity: 1
largest force on an atom: 3.211 eV/Å
energy: -14922.099 eV
net charge: +1

=====

Below is the ion CH5N2S2 with charge +1 at a distorted geometry, with properties calculated with the ωB97M-V functional and the def2-TZVPD basis.

XYZ file:
```
10
Properties=species:S:1:pos:R:3:lowdin_charge:R:1
C 0.179 0.312 0.163 -0.836
N 0.364 -0.968 0.403 0.090
N 1.054 1.176 0.662 0.102
S -2.035 -0.798 -1.015 0.452
S -1.186 0.974 -0.609 0.683
H -0.223 -1.763 -0.017 0.097
H 1.299 -1.213 0.719 0.138
H 1.184 2.214 0.747 0.166
H -2.464 -0.648 -2.347 -0.079
H 1.828 0.715 1.294 0.186
```

Computed properties:
HOMO level: -13.8 eV
spin multiplicity: 1
largest force on an atom: 4.705 eV/Å
energy: -25761.821 eV
net charge: +1
SMILES string: NC(=[NH2+])SS

=====

Below is the ion CH5N3 with charge -1 at a distorted geometry, with properties calculated with the ωB97M-V functional and the def2-TZVPD basis.

XYZ file:
```
9
Properties=species:S:1:pos:R:3:lowdin_charge:R:1
N -0.658 0.067 1.129 0.036
C 0.014 -0.246 -0.014 -0.956
N 0.246 0.825 -0.853 -0.030
N 0.492 -1.454 -0.173 -0.002
H -0.729 -0.742 1.729 0.056
H -0.613 0.998 1.533 -0.022
H 0.374 1.746 -0.436 -0.055
H 0.525 0.555 -1.781 0.002
H 0.348 -1.748 -1.134 -0.028
```

Computed properties:
HOMO level (spin up / spin down): 1.2 / -4.1 eV
spin multiplicity: 2
largest force on an atom: 1.871 eV/Å
energy: -5586.864 eV
net charge: -1

=====

Below is the molecule CH5N3 at a distorted geometry, with properties calculated with the ωB97M-V functional and the def2-TZVPD basis.

XYZ file:
```
9
Properties=species:S:1:pos:R:3:lowdin_charge:R:1
C -0.498 0.723 0.271 -0.333
H 1.910 -0.235 -0.436 0.056
H 1.101 -0.687 -1.780 0.078
H -0.484 -1.267 0.331 0.099
H 0.205 1.465 -0.113 0.106
H -1.874 0.300 1.579 0.020
N 1.152 -0.801 -0.760 -0.004
N -0.161 -0.530 -0.246 -0.098
N -1.350 1.033 1.155 0.074
```

Computed properties:
HOMO level: -9.4 eV
spin multiplicity: 1
largest force on an atom: 1.962 eV/Å
energy: -5586.956 eV
SMILES string: [H]/N=C\NN

=====

Below is the molecule CH5N3O2S at a distorted geometry, with properties calculated with the ωB97M-V functional and the def2-TZVPD basis.

XYZ file:
```
12
Properties=species:S:1:pos:R:3:lowdin_charge:R:1
C 0.003 0.379 -0.114 -0.633
H 0.402 -2.135 -0.890 -0.137
H 0.121 -0.928 1.459 0.094
H -1.631 0.622 -1.285 0.115
H -2.189 0.359 0.779 0.129
H 2.145 1.124 0.605 0.061
N 0.614 -0.494 0.682 -0.345
N -1.182 -0.067 -0.736 -0.039
N 0.508 1.481 -0.426 0.066
O -2.088 -0.473 0.228 -0.061
O 1.800 1.773 -0.008 -0.039
S 1.498 -1.640 -0.295 0.788
```

Computed properties:
HOMO level: -9.4 eV
spin multiplicity: 1
largest force on an atom: 4.294 eV/Å
energy: -20514.293 eV
SMILES string: O/N=C(/NO)NS

=====

Below is the molecule CH5N3O2S, with properties calculated with the ωB97M-V functional and the def2-TZVPD basis.

XYZ file:
```
12
Properties=species:S:1:pos:R:3:lowdin_charge:R:1
C -0.243 0.191 0.068 -0.538
H -0.591 1.127 2.348 0.113
H 1.407 0.413 1.269 0.102
H -1.693 1.581 0.119 0.151
H -1.743 -0.489 -1.385 0.082
H 1.514 -2.526 -0.933 -0.164
N 0.629 0.925 0.862 -0.027
N -1.569 0.564 0.177 -0.019
N 0.076 -0.766 -0.732 -0.345
O 0.013 1.710 1.842 -0.045
O -2.392 -0.038 -0.786 -0.046
S 1.728 -1.231 -0.777 0.736
```

Computed properties:
HOMO level: -8.7 eV
spin multiplicity: 1
largest force on an atom: 0.771 eV/Å
energy: -20514.915 eV
SMILES string: ONC(=NS)NO

=====

Below is a cluster of 2 separate species, CH5N3O4S in total at a distorted geometry, with properties calculated with the ωB97M-V functional and the def2-TZVPD basis.

XYZ file:
```
14
Properties=species:S:1:pos:R:3:lowdin_charge:R:1
C 0.008 -0.471 -0.682 -0.368
N -1.075 -1.104 -1.263 0.118
N 0.670 1.620 1.088 -0.072
N 1.270 -0.446 -1.484 -0.416
O 2.138 0.336 -1.099 0.033
O 1.379 -1.112 -2.471 0.108
O -1.712 1.173 0.440 -0.295
O -0.339 1.968 -1.389 -0.277
S -0.427 1.207 -0.158 0.607
H 0.806 -1.430 0.866 0.207
H -2.002 -0.798 -0.896 0.132
H -1.034 -1.780 -1.930 0.069
H 1.502 2.154 0.914 0.062
H 0.279 2.011 1.967 0.092
```

Computed properties:
HOMO level (spin up / spin down): -9.4 / -9.8 eV
spin multiplicity: 1
largest force on an atom: 5.061 eV/Å
energy: -24606.466 eV

=====

Below is a structure of composition CH5N3S at a distorted geometry, with properties calculated with the ωB97M-V functional and the def2-TZVPD basis.

XYZ file:
```
10
Properties=species:S:1:pos:R:3:lowdin_charge:R:1
C 0.256 1.032 0.104 -0.390
H 2.664 -0.854 0.178 0.168
H 0.843 -1.307 0.148 0.179
H -0.138 2.120 0.097 0.130
H -0.305 -0.698 -0.525 -0.006
H -3.301 -0.921 0.675 0.010
N 1.645 -0.452 -0.326 -0.155
N 1.432 0.884 -0.241 -0.078
N -0.654 -0.059 0.168 -0.400
S -2.442 0.255 -0.279 0.543
```

Computed properties:
HOMO level: -8.8 eV
spin multiplicity: 1
largest force on an atom: 8.428 eV/Å
energy: -16418.137 eV

=====

Below is a structure of composition CH5N3S at a distorted geometry, with properties calculated with the ωB97M-V functional and the def2-TZVPD basis.

XYZ file:
```
10
Properties=species:S:1:pos:R:3:lowdin_charge:R:1
C 0.302 -0.326 0.916 -0.728
H -0.739 -0.347 2.720 0.219
H -0.618 1.297 1.874 0.148
H 1.362 -1.758 1.364 0.018
H -1.107 1.434 0.085 0.153
H -1.084 -0.995 -1.656 -0.068
N 0.093 0.357 2.041 0.014
N 0.973 -1.310 0.622 0.161
N -0.266 0.595 -0.102 -0.549
S -0.326 0.302 -1.738 0.633
```

Computed properties:
HOMO level: -8.7 eV
spin multiplicity: 1
largest force on an atom: 9.420 eV/Å
energy: -16420.018 eV

=====

Below is the molecule CH5N3S2 at a distorted geometry, with properties calculated with the ωB97M-V functional and the def2-TZVPD basis.

XYZ file:
```
11
Properties=species:S:1:pos:R:3:lowdin_charge:R:1
C -0.772 -0.342 0.013 -1.116
H 1.021 1.956 -0.399 0.070
H 0.426 1.384 1.036 0.090
H -1.685 1.323 -0.455 0.179
H -0.009 -1.707 1.087 0.061
H 1.412 -2.081 -1.132 -0.110
N 0.156 1.830 0.126 -0.014
N -0.625 0.898 -0.526 -0.133
N 0.301 -0.863 0.578 -0.440
S -2.080 -1.259 -0.119 0.684
S 1.856 -1.138 -0.211 0.729
```

Computed properties:
HOMO level: -8.7 eV
spin multiplicity: 1
largest force on an atom: 5.921 eV/Å
energy: -27256.877 eV
SMILES string: NNC(=S)NS

=====

Asked for energy relative to the best compared isomer or geometry (same formula, charge and spin) across the records above, the calculation gives 4.367; 0.579; 0.499; 2.020; 4.113; 3.491; 5.293; 5.183; 3.303; 1.238 eV in order.